<P>
17
Properties=species:S:1:pos:R:3:lowdin_charge:R:1 method="wB97M-V/def2-TZVPD" orbital_gap_ev=4.786 total_charge=+1 e_lumo_ev=-10.3 homo_energy_ev=-15.11 mol_weight_g_mol=87.1
H -2.001 -0.674 2.195 0.08
H 2.112 -0.731 -0.264 0.19
H -2.037 -2.423 -0.541 0.08
H -0.809 -2.103 0.718 0.08
H -2.172 1.038 1.939 0.08
H -0.609 0.414 1.919 0.06
H 1.122 1.115 -2.149 0.15
N 0.850 0.467 -1.379 0.36
N 2.596 1.101 0.201 0.29
H -2.953 -0.242 0.095 0.12
C -1.868 -0.229 0.120 -0.25
C -1.622 0.154 1.595 -0.12
H -0.555 -1.663 -0.868 0.05
H 2.207 2.056 0.241 0.12
C -1.371 -1.676 -0.121 -0.10
H -1.177 0.355 -0.502 0.07
C 1.899 0.325 -0.568 -0.25

---

<Q>
17
Properties=species:S:1:pos:R:3:lowdin_charge:R:1 method="wB97M-V/def2-TZVPD" orbital_gap_ev=8.223 smiles="NCC/C=C/[NH3+]" total_charge=+1 e_lumo_ev=-3.7 homo_energy_ev=-11.96 mol_weight_g_mol=87.1
H 2.603 1.287 0.291 0.11
C 0.729 0.382 0.856 -0.17
H 0.960 -0.302 1.674 0.13
H -1.997 1.220 0.764 0.13
H 2.619 -1.136 -1.254 0.06
C -1.655 0.331 0.264 -0.07
H -3.570 -0.479 0.218 0.17
C -0.449 -0.187 0.139 -0.07
H 0.576 1.392 1.239 0.12
H -0.243 -1.058 -0.472 0.13
H 2.990 -1.314 0.361 0.08
H -2.643 -1.064 -1.020 0.17
H -3.234 0.483 -1.073 0.17
N 2.661 -0.696 -0.363 0.01
N -2.851 -0.240 -0.460 0.20
C 1.937 0.513 -0.100 -0.28
H 1.567 0.868 -1.064 0.12

---

It comes down to <Q>, which is 147.9 kcal/mol more stable than the next structure.

---

<P>
17
Properties=species:S:1:pos:R:3:lowdin_charge:R:1 method="wB97M-V/def2-TZVPD" orbital_gap_ev=11.012 total_charge=+1 e_lumo_ev=-3.1 homo_energy_ev=-14.13 mol_weight_g_mol=87.1
H -1.995 -1.574 0.208 0.12
C -1.277 1.025 0.746 0.01
H -0.719 -2.250 -0.648 0.16
C 2.103 -0.264 0.810 0.03
H 0.320 -0.115 -2.194 0.16
H 1.010 1.658 -1.398 0.15
H 1.616 -0.156 1.827 0.12
C 0.539 0.615 -1.282 -0.03
H 2.716 -1.158 0.587 0.10
N -1.359 -1.356 -0.616 0.12
H -1.867 -1.145 -1.361 0.01
H 2.671 0.717 0.605 0.13
N 0.966 0.028 -0.071 -0.09
H -1.524 0.348 1.568 0.11
H -0.862 1.852 1.229 0.09
H -2.054 1.371 0.102 0.10
C -0.285 0.402 -0.110 -0.28

---

<Q>
17
Properties=species:S:1:pos:R:3:lowdin_charge:R:1 method="wB97M-V/def2-TZVPD" orbital_gap_ev=10.508 total_charge=+1 e_lumo_ev=-3.3 homo_energy_ev=-13.80 mol_weight_g_mol=87.1
C -0.196 -1.573 1.681 0.02
N 0.870 0.438 -1.080 0.11
C 2.035 1.319 -0.782 -0.01
H -2.145 0.722 1.570 0.11
H -3.143 -0.003 -0.577 0.07
H 0.083 0.900 -1.537 0.15
H 2.784 0.750 -0.240 0.10
H -1.029 -2.219 1.960 0.10
C -1.629 0.045 0.900 -0.22
H 0.495 0.044 -0.159 0.08
H 1.691 2.152 -0.172 0.11
H 1.136 -0.311 -1.720 0.16
N -0.304 -0.364 1.307 -0.06
H -1.672 -1.107 -0.850 0.07
H 0.766 -2.081 1.647 0.09
C -2.194 -0.382 -0.225 0.02
H 2.451 1.671 -1.722 0.10

---

<R>
17
Properties=species:S:1:pos:R:3:lowdin_charge:R:1 method="wB97M-V/def2-TZVPD" orbital_gap_ev="7.407 / 7.410" total_charge=+1 e_lumo_ev="-6.9 / -6.9" homo_energy_ev="-14.29 / -14.29" mol_weight_g_mol=87.1
H 2.785 -0.969 0.695 0.06
H 2.154 0.355 1.403 0.06
H -2.193 2.438 -0.022 0.16
H -1.029 1.903 -1.126 0.13
C -1.058 0.432 0.288 0.03
N -1.485 -1.768 -0.472 0.18
N 1.326 -0.163 -0.473 -0.01
C 2.435 -0.025 0.450 -0.12
C -1.209 -0.980 0.511 -0.23
C -1.870 1.414 -0.529 -0.03
H -2.615 1.104 -1.255 0.09
H -1.797 -2.744 -0.225 0.12
H 0.837 -1.014 -0.247 0.03
H 3.195 0.714 0.029 0.12
H -0.385 0.912 1.010 0.12
H -0.689 -1.363 1.444 0.16
H 1.600 -0.245 -1.482 0.14

---

It comes down to <Q>, which is 41.7 kcal/mol more stable than the next structure.

---

<P>
12
Properties=species:S:1:pos:R:3:lowdin_charge:R:1 method="wB97M-V/def2-TZVPD" orbital_gap_ev=9.084 e_lumo_ev=0.9 homo_energy_ev=-8.20 mol_weight_g_mol=60.1
H -2.869 -0.522 0.944 0.06
C -0.980 -0.486 -0.098 -0.18
H -1.001 -1.541 -0.364 0.06
H -2.993 -0.067 -0.755 0.06
N 3.085 -0.696 0.081 -0.03
H -0.363 -0.374 0.794 0.06
H -0.501 0.056 -0.910 0.06
C -2.388 0.037 0.143 -0.18
H 3.222 1.185 0.705 0.11
H -2.365 1.089 0.425 0.06
N 3.363 0.453 -0.046 -0.18
H 3.790 0.867 -0.920 0.11

---

<Q>
12
Properties=species:S:1:pos:R:3:lowdin_charge:R:1 method="wB97M-V/def2-TZVPD" orbital_gap_ev=10.187 smiles="[H]/N=C/N.C" e_lumo_ev=0.8 homo_energy_ev=-9.38 mol_weight_g_mol=60.1
N -1.124 1.249 1.588 0.06
C 0.341 -1.501 -2.917 -0.05
H 1.294 -0.604 0.674 0.07
H 0.030 -1.742 -3.922 0.01
N 0.737 -0.107 1.353 0.04
C -0.273 0.690 0.828 -0.39
H 1.286 0.383 2.040 0.08
H -1.439 2.120 1.166 0.03
H -0.085 0.980 -0.213 0.10
H -0.415 -0.838 -2.489 0.01
H 0.632 -2.315 -2.249 0.02
H 1.306 -0.981 -2.940 0.01

---

<R>
12
Properties=species:S:1:pos:R:3:lowdin_charge:R:1 method="wB97M-V/def2-TZVPD" orbital_gap_ev=10.407 smiles="[H]/N=C/N.C" e_lumo_ev=1.0 homo_energy_ev=-9.43 mol_weight_g_mol=60.1
H 2.946 -0.224 1.379 0.01
N -1.124 -0.901 -0.613 0.07
H -1.110 -1.325 -1.503 0.07
C 2.377 0.055 0.506 -0.05
H 2.396 -0.752 -0.222 0.01
H 2.799 0.945 0.036 0.01
N -2.120 0.702 0.724 0.05
H -2.010 0.813 -1.355 0.11
H -1.182 -1.548 0.144 0.09
H -2.535 1.623 0.604 0.03
H 1.349 0.334 0.730 0.00
C -1.784 0.278 -0.430 -0.40

---

It comes down to <R>, which is 14.8 kcal/mol more stable than the next structure.

---

<P>
12
Properties=species:S:1:pos:R:3:lowdin_charge:R:1 method="wB97M-V/def2-TZVPD" orbital_gap_ev=10.699 smiles="[H]/N=C/N.C" e_lumo_ev=1.1 homo_energy_ev=-9.60 mol_weight_g_mol=60.1
C -3.187 2.719 1.002 -0.41
C 4.850 -4.007 -1.198 -0.05
N -4.546 2.941 0.995 0.06
H -4.801 3.920 0.945 0.09
H 5.491 -4.200 -2.056 0.01
H -2.885 1.710 1.292 0.10
H 5.066 -3.028 -0.787 0.01
H -1.421 2.986 0.866 0.02
H 3.825 -3.952 -1.567 0.01
H -5.087 2.285 0.466 0.08
N -2.254 3.451 0.536 0.06
H 4.949 -4.826 -0.494 0.01

---

<Q>
12
Properties=species:S:1:pos:R:3:lowdin_charge:R:1 method="wB97M-V/def2-TZVPD" orbital_gap_ev=9.845 smiles=CNCN e_lumo_ev=1.2 homo_energy_ev=-8.69 mol_weight_g_mol=60.1
N 0.699 0.763 -0.026 -0.16
H 0.732 1.751 0.364 0.10
H 1.141 -1.083 0.592 0.00
H -0.082 -0.560 1.637 0.10
N -0.938 -0.885 -0.997 0.02
H -1.232 -1.445 -0.252 0.04
H 1.812 0.073 1.705 0.11
C -0.689 0.568 -0.768 -0.24
H -0.273 -1.216 -1.642 0.05
H -0.633 1.281 -1.610 0.10
C 0.882 -0.208 1.044 -0.21
H -1.420 0.963 -0.047 0.09

---

<R>
12
Properties=species:S:1:pos:R:3:lowdin_charge:R:1 method="wB97M-V/def2-TZVPD" orbital_gap_ev=10.509 smiles="C=CN.N" e_lumo_ev=1.0 homo_energy_ev=-9.52 mol_weight_g_mol=60.1
C 0.865 -2.073 0.474 -0.28
H -2.598 4.399 -0.313 0.00
C 1.646 -1.073 0.129 -0.01
H -0.157 -2.185 0.133 0.08
H 1.361 -0.267 -0.515 0.04
H -3.659 3.682 -1.354 0.00
N 1.350 -3.223 1.209 -0.01
H 1.995 -3.768 0.665 0.06
H 1.687 -2.951 2.118 0.06
N -2.977 4.429 -1.256 -0.01
H -2.175 4.099 -1.794 0.00
H 2.661 -1.069 0.505 0.06

---

It comes down to <P>, which is 9.4 kcal/mol more stable than the next structure.

---

<P>
12
Properties=species:S:1:pos:R:3:lowdin_charge:R:1 method="wB97M-V/def2-TZVPD" orbital_gap_ev=10.218 smiles="C=C.NN" e_lumo_ev=1.0 homo_energy_ev=-9.18 mol_weight_g_mol=60.1
H -2.417 -0.366 0.374 0.05
C -1.969 0.560 0.050 -0.04
H 1.321 -1.945 0.826 0.06
C -0.840 0.606 -0.657 -0.16
H -0.375 -0.359 -1.138 0.08
N 1.707 -1.245 0.192 -0.15
N 1.589 -0.019 0.835 -0.14
H -2.456 1.456 0.407 0.05
H -0.479 1.536 -1.073 0.06
H 0.570 0.467 0.376 0.08
H 2.333 0.569 0.458 0.05
H 1.016 -1.261 -0.652 0.06

---

<Q>
12
Properties=species:S:1:pos:R:3:lowdin_charge:R:1 method="wB97M-V/def2-TZVPD" orbital_gap_ev=10.319 smiles="[H]/N=C/N.C" e_lumo_ev=0.9 homo_energy_ev=-9.43 mol_weight_g_mol=60.1
H 0.394 -3.281 -1.667 0.08
H -1.656 3.512 -0.724 0.01
H -1.352 3.850 1.013 0.01
H -0.810 2.327 0.295 0.01
C -0.972 3.389 0.107 -0.05
H -0.016 3.813 -0.192 0.01
H 1.928 -3.128 -0.949 0.09
H 0.520 -1.586 1.856 0.02
N 1.026 -2.199 1.227 0.05
C 0.465 -2.189 0.091 -0.42
N 0.983 -2.789 -1.017 0.06
H -0.512 -1.719 -0.039 0.11

---

It comes down to <Q>, which is 65.9 kcal/mol more stable than the next structure.

---

<P>
11
Properties=species:S:1:pos:R:3:lowdin_charge:R:1 method="wB97M-V/def2-TZVPD" orbital_gap_ev=7.549 e_lumo_ev=-2.7 homo_energy_ev=-10.28 mol_weight_g_mol=113.1
H 1.749 0.685 -0.795 0.23
C -1.292 -0.588 -1.297 -0.02
H 0.618 1.153 2.621 0.42
C -0.558 0.513 -0.306 -0.21
O -0.568 -1.698 -1.609 -0.08
C 0.887 0.583 0.118 -0.53
H -2.378 -0.275 -1.906 0.19
N 0.759 -2.086 0.919 0.16
O -1.353 0.937 0.640 0.02
C 1.103 -0.815 0.653 -0.07
O 1.033 1.590 0.963 -0.10

---

<Q>
11
Properties=species:S:1:pos:R:3:lowdin_charge:R:1 method="wB97M-V/def2-TZVPD" orbital_gap_ev=10.106 smiles="C=C(C#N)OC(=O)O" e_lumo_ev=0.1 homo_energy_ev=-10.05 mol_weight_g_mol=113.1
H 2.768 0.981 -0.545 0.15
C -1.507 -1.181 -0.749 0.12
C -0.992 0.848 0.500 -0.17
O 2.272 1.209 0.261 0.17
C 1.366 0.313 0.599 -0.50
O 1.233 -0.227 1.641 0.21
O 0.684 -0.232 -0.685 0.03
H -2.521 -1.135 -0.401 0.08
N -1.491 1.697 1.104 0.20
C -0.644 -0.203 -0.467 -0.38
H -1.169 -2.070 -1.257 0.08

---

<R>
11
Properties=species:S:1:pos:R:3:lowdin_charge:R:1 method="wB97M-V/def2-TZVPD" orbital_gap_ev=9.352 e_lumo_ev=-1.3 homo_energy_ev=-10.65 mol_weight_g_mol=113.1
H 3.240 0.703 -0.821 0.17
O 0.411 -1.149 -0.193 0.06
H 2.817 -1.635 -0.327 0.23
C -0.712 0.799 0.036 -0.36
N 0.618 1.376 0.252 0.23
C 2.539 -0.163 -0.098 -0.08
O -1.876 -1.401 0.144 0.18
H 2.955 0.195 1.224 0.20
C 1.162 0.097 0.052 -0.41
C -0.892 -0.681 0.091 -0.33
O -1.775 1.400 -0.242 0.11

---

It comes down to <Q>, which is 77.4 kcal/mol more stable than the next structure.